Entry 1:
C3H6N2O | ωB97M-V/def2-TZVPD

The value obtained for the HOMO energy is -9.474 eV. The value obtained for the LUMO energy is 0.46 eV. The calculation puts the frontier orbital gap at 0.36520 hartree. Its total energy is -302.5499 hartree. The energy above the lowest of the compared OMol25 structures with the same formula, charge and spin comes out at 375.84 kJ/mol.

```
12
C3H6N2O, DFT ωB97M-V/def2-TZVPD
C 0.139 0.090 0.153
N -0.481 1.338 -0.049
C 1.510 -0.055 -0.334
C -0.721 -1.112 -0.081
O 2.228 -1.077 -0.083
N -1.974 -1.142 -0.216
H 1.057 -0.282 1.108
H -1.283 1.503 0.545
H 0.146 2.130 -0.055
H -2.404 -0.222 -0.310
H 1.972 0.885 -0.684
H -0.190 -2.055 0.006
```



Entry 2:
C28H30N2O6 | ωB97M-V/def2-TZVPD

The value obtained for the HOMO energy is -7.968 eV. The value obtained for the LUMO energy is 0.50 eV. The calculation puts the frontier orbital gap at 0.31115 hartree. Its total energy is -1645.9483 hartree. The energy above the lowest of the compared OMol25 structures with the same formula, charge and spin comes out at 98.82 kJ/mol.

```
66
C28H30N2O6, DFT ωB97M-V/def2-TZVPD
C 1.433 5.090 -2.994
C 0.333 4.762 -1.986
O 0.489 3.516 -1.339
C 0.373 2.360 -2.141
C -1.049 2.106 -2.653
C -1.200 0.724 -3.295
N -1.052 -0.364 -2.355
C -2.108 -0.981 -1.806
O -3.266 -0.663 -1.987
C -1.736 -2.166 -0.888
C -0.998 -3.271 -1.614
C -0.319 -4.244 -0.890
C 0.328 -5.280 -1.538
C 0.290 -5.369 -2.919
C -0.408 -4.421 -3.645
C -1.049 -3.379 -2.998
N -1.020 -1.723 0.307
C -1.851 -1.210 1.394
C -1.270 0.045 1.995
C -0.908 1.087 1.154
C -0.273 2.234 1.618
C -0.032 2.298 2.969
C -0.432 1.274 3.830
C -1.055 0.141 3.371
O -0.079 1.593 5.113
C 0.584 2.837 5.031
O 0.584 3.282 3.693
C 0.318 -1.534 0.266
O 0.936 -1.463 -0.805
C 1.041 -1.398 1.550
C 0.765 -2.203 2.651
C 1.442 -2.029 3.840
C 2.395 -1.026 3.948
C 2.720 -0.254 2.854
C 2.085 -0.461 1.631
O 2.483 0.256 0.566
H 1.354 4.471 -3.884
H 1.347 6.131 -3.293
H 2.408 4.931 -2.540
H 0.361 5.486 -1.167
H -0.651 4.830 -2.470
H 0.684 1.549 -1.477
H 1.072 2.396 -2.987
H -1.314 2.854 -3.403
H -1.752 2.199 -1.823
H -2.205 0.643 -3.719
H -0.459 0.598 -4.089
H -0.126 -0.708 -2.116
H -2.689 -2.586 -0.538
H -0.288 -4.189 0.188
H 0.861 -6.021 -0.961
H 0.796 -6.178 -3.424
H -0.453 -4.489 -4.721
H -1.600 -2.652 -3.576
H -2.002 -1.971 2.167
H -2.827 -0.974 0.958
H -1.110 0.999 0.098
H 0.031 3.015 0.942
H -1.342 -0.646 4.048
H 1.623 2.723 5.383
H 0.065 3.574 5.666
H 0.023 -2.983 2.564
H 1.224 -2.664 4.685
H 2.902 -0.865 4.888
H 3.486 0.504 2.906
H 2.089 -0.147 -0.232
```



- What is the formula in the second record?
  C28H30N2O6